The following is a DFT calculation (ωB97M-V/def2-TZVPD) of an isolated molecule of C7H8ClNO4S in a non-equilibrium geometry.

* SMILES: C/C(=C/C=C\C=C\[N+](=O)[O-])S(=O)(=O)Cl
* energy above the lowest of the compared OMol25 structures with the same formula, charge and spin: 113.3 kcal per mole
* frontier orbital gap: 9.0 eV
* E: -1485.3873 Eh
* LUMO level: -0.9 eV

```
! wB97M-V def2-TZVPD RIJCOSX def2/J DEFGRID3
* xyz 0 1
Cl -0.36292 3.27065 -1.12312
S -0.55939 1.35014 -1.82231
O 0.03558 1.35649 -3.15938
O -0.04106 2.30407 2.59823
O -1.68190 1.12168 3.40479
O -1.92473 0.99221 -1.66077
N -0.92769 1.45578 2.49733
C -0.93658 0.87093 1.13519
C 1.96519 1.24683 -0.80766
C -1.82962 -1.16301 0.10912
C -0.76185 -1.58317 -0.60273
C 0.49760 -0.84030 -0.60438
C 0.71763 0.44513 -0.77560
C -1.78956 -0.14896 1.09813
H -0.42505 1.61961 0.60172
H -2.90870 -1.55402 0.05543
H -2.32868 -0.35370 1.99012
H 1.71930 2.13267 -0.24923
H 2.85159 0.87528 -0.41271
H 1.34070 -1.48722 -0.33493
H -0.56047 -2.48758 -1.24803
H 1.99237 1.76672 -1.74924
*
```

The following is a DFT calculation (ωB97M-V/def2-TZVPD) of an isolated molecule of C7H8ClNOS in a non-equilibrium geometry.

* energy above the lowest of the compared OMol25 structures with the same formula, charge and spin: 39.3 kcal per mole
* frontier orbital gap (alpha / beta): 5.7 / 5.7 eV
* E: -1259.7816 Eh
* LUMO level (alpha / beta): -1.0 / -1.0 eV

```
! wB97M-V def2-TZVPD RIJCOSX def2/J DEFGRID3
* xyz 0 1
Cl 1.90486 0.00931 -0.64512
S -0.01652 2.95173 0.51497
O -1.63570 -1.41046 -1.12640
N -0.93073 0.56412 -0.25587
C 0.23932 1.79609 1.89677
C -0.40512 1.72858 -0.51369
C -1.42801 0.27216 1.04273
C 0.69742 -1.07193 -1.11363
C -0.66521 -0.70489 -0.95121
C -0.90542 0.80451 2.11776
C 1.14997 -2.30918 -1.82467
H -2.11683 -0.61061 0.87255
H 1.06080 1.15070 1.49909
H 1.82364 -2.90504 -1.11682
H 0.59119 2.19074 2.83929
H -0.07992 1.99946 -1.46203
H 0.25200 -2.93830 -2.03333
H -1.23561 0.72701 3.07685
H 1.69986 -2.24401 -2.81724
*
```

The following is a DFT calculation (ωB97M-V/def2-TZVPD) of a structure of composition C7H8CoN2O5 in a non-equilibrium geometry.

* energy above the lowest of the compared OMol25 structures with the same formula, charge and spin: 13.9 kcal per mole
* expectation value of S²: 6.066
* frontier orbital gap (alpha / beta): 7.2 / 3.2 eV
* E: -2138.6583 Eh
* LUMO level (alpha / beta): -10.5 / -16.2 eV

```
! wB97M-V def2-TZVPD RIJCOSX def2/J DEFGRID3
* xyz 3 5
Co -0.00181 -0.00591 -0.00953
O 0.13939 2.97315 0.37216
O -0.00204 -0.01010 2.10486
O -2.98271 0.14438 -0.00351
O 2.98519 -0.14232 0.06348
O -0.14384 -2.98283 0.11575
N 1.13890 -0.16788 4.01621
N -1.13899 0.16951 4.01592
C 1.83553 -0.08911 -0.01468
C -0.00064 -0.00356 3.33770
C -1.83189 0.08684 -0.05208
C -0.03051 -0.66472 -5.22555
C 0.03324 0.67371 -5.16827
C 0.08594 1.84343 0.14065
C -0.08877 -1.83596 0.00434
H 1.97396 -0.29215 3.47802
H -0.99719 -1.19440 -5.23221
H 0.99951 1.20048 -5.10650
H 1.17510 -0.17377 5.01256
H -0.87927 1.29079 -5.12689
H 0.88076 -1.28482 -5.21170
H -1.17589 0.17407 5.01224
H -1.97397 0.29118 3.47702
*
```

The following is a DFT calculation (ωB97M-V/def2-TZVPD) of an isolated molecule of C7H8F3N in a non-equilibrium geometry.

* SMILES: C=C[C@H](C(=C)N=C)C(F)(F)F
* energy above the lowest of the compared OMol25 structures with the same formula, charge and spin: 15.2 kcal per mole
* frontier orbital gap: 9.7 eV
* E: -625.8023 Eh
* LUMO level: 0.2 eV

```
! wB97M-V def2-TZVPD RIJCOSX def2/J DEFGRID3
* xyz 0 1
F -0.33297 0.86865 -2.09039
F 1.25641 -0.57144 -2.30792
F -0.77781 -1.24668 -2.55509
N 0.11459 1.50823 0.52678
C 0.67856 2.64305 0.75645
C -0.04533 -0.67036 -0.36037
C -1.51954 -0.65345 0.15215
C -2.19239 -1.69455 0.58000
C 1.86540 -0.10805 1.04645
C 0.80721 0.31324 0.40260
C 0.01781 -0.41692 -1.82021
H 0.03246 3.49711 0.93975
H 0.38486 -1.72501 -0.23297
H 2.51529 0.52289 1.46944
H 1.77674 2.99222 0.73147
H -1.67101 -2.64420 0.57057
H -1.98693 0.25489 0.44361
H 2.22265 -1.09418 0.71243
H -3.14598 -1.77541 1.03523
*
```

The following is a DFT calculation (ωB97M-V/def2-TZVPD) of a cluster of 2 separate species, C7H8F3NO7PS in total in a non-equilibrium geometry.

* frontier orbital gap: 7.9 eV
* E: -1892.2865 Eh
* LUMO level: 2.3 eV

```
! wB97M-V def2-TZVPD RIJCOSX def2/J DEFGRID3
* xyz -1 1
S -1.02866 -3.48431 -1.00420
P -0.77259 3.56924 0.22725
F -2.07727 -5.91797 -0.61135
F -0.66001 -5.83215 -2.24185
F -2.64601 -5.01556 -2.49128
O -2.18830 -2.89015 -0.36945
O -1.70717 2.86464 1.37598
O 0.60477 4.23344 0.82046
O -0.59235 -2.79138 -2.20244
O -1.55872 4.66397 -0.36244
O 0.04949 -3.81084 -0.08688
O -0.50920 2.47408 -0.96775
N -0.07247 -0.90415 0.61148
C 1.27667 3.42402 1.82646
C -0.51737 0.27156 0.11963
C 0.19084 1.33091 -0.49466
C 1.25881 -0.95217 0.39805
C 1.60479 1.24274 -0.67154
C -1.62748 -5.12941 -1.61187
C 2.12925 0.00722 -0.17520
H 1.32703 4.03302 2.76040
H -1.61854 0.41555 0.20334
H 2.23730 2.01030 -1.14334
H 2.32836 3.27585 1.47963
H 3.20587 -0.21460 -0.27395
H 0.83621 2.41746 1.98541
H -1.20655 2.61094 2.17063
H 1.73330 -1.90225 0.72949
*
```

The following is a DFT calculation (ωB97M-V/def2-TZVPD) of an isolated molecule of C7H8FN in a non-equilibrium geometry.

* SMILES: CN(F)c1ccccc1
* energy above the lowest of the compared OMol25 structures with the same formula, charge and spin: 21.8 kcal per mole
* frontier orbital gap: 9.4 eV
* E: -426.0464 Eh
* LUMO level: 1.0 eV

```
! wB97M-V def2-TZVPD RIJCOSX def2/J DEFGRID3
* xyz 0 1
F -0.20113 -0.85006 2.54978
N -0.93402 -0.55632 1.40956
C 2.08723 -0.06448 -0.66825
C 1.30933 -0.44721 0.42641
C 0.12266 -0.01441 -2.04569
C 1.47624 0.12090 -1.87453
C -0.71782 -0.13247 -0.87891
C -0.07517 -0.37512 0.31312
C -1.88898 0.57448 1.61014
H 1.76977 -0.54930 1.42429
H -1.28502 1.40538 1.27700
H -2.17695 0.74506 2.74118
H -0.29757 0.02161 -3.04160
H -1.75474 -0.40177 -0.86723
H -2.68309 0.44758 1.00740
H 2.09197 0.17676 -2.71704
H 3.15726 -0.10063 -0.66562
*
```

The following is a DFT calculation (ωB97M-V/def2-TZVPD) of the ion C7H8FN2O3 with charge -1 in a non-equilibrium geometry.

* SMILES: CCOC(=O)C1=NC=C(F)N([O-])C1
* energy above the lowest of the compared OMol25 structures with the same formula, charge and spin: 0.0 kcal per mole
* frontier orbital gap (alpha / beta): 6.2 / 6.2 eV
* E: -706.5642 Eh
* LUMO level (alpha / beta): 3.4 / 3.4 eV

```
! wB97M-V def2-TZVPD RIJCOSX def2/J DEFGRID3
* xyz -1 1
F 3.20853 -3.60539 -0.28270
O 1.77908 -2.88610 1.98654
O -0.76001 1.13401 0.62362
O 0.23160 1.50755 -1.40176
N 1.16012 -0.97814 -1.51177
N 1.51720 -2.41625 0.79548
C 2.24123 -2.64223 -0.29363
C -1.14882 2.46804 0.77291
C -2.48412 2.78187 0.11723
C -0.07694 0.74147 -0.54503
C 0.41885 -0.61764 -0.48559
C 1.91161 -2.02963 -1.55217
C 0.23471 -1.66032 0.63478
H -0.37227 3.00331 0.27273
H -3.38969 2.28051 0.51910
H -0.05624 -1.37555 1.74805
H -2.51500 2.39851 -1.06407
H -1.27967 2.78567 1.77643
H 2.34151 -2.35403 -2.40987
H -2.55637 3.89838 0.10157
H -0.40531 -2.43402 0.19817
*
```

The following is a DFT calculation (ωB97M-V/def2-TZVPD) of a cluster of 2 separate species, C7H8I2Si in total in a non-equilibrium geometry.

* energy above the lowest of the compared OMol25 structures with the same formula, charge and spin: 75.5 kcal per mole
* frontier orbital gap (alpha / beta): 7.7 / 7.4 eV
* E: -1156.3423 Eh
* LUMO level (alpha / beta): 0.0 / -1.5 eV

```
! wB97M-V def2-TZVPD RIJCOSX def2/J DEFGRID3
* xyz 0 1
I -2.76737 -1.90300 -0.49019
I -2.58951 2.13026 -0.62672
Si -1.23473 0.04643 -0.70904
C 1.95626 0.16611 2.63292
C 0.13529 0.07874 0.55295
C 1.25417 0.93024 0.46688
C 0.06044 -0.80174 1.71377
C -1.80592 -0.39838 -4.40964
C 0.95684 -0.79119 2.78296
C 2.19120 0.96900 1.53007
H 2.98336 1.67636 1.52332
H -0.78506 0.05493 -4.53800
H -2.80898 0.26802 -4.45334
H 1.33399 1.71391 -0.24034
H -0.85902 -1.34584 1.82903
H 1.04606 -1.48292 3.64918
H 2.75088 0.23648 3.40702
H -1.81790 -1.54742 -4.62083
*
```